DFT (ωB97M-V/def2-TZVPD) results for a structure of composition C37H35AlF2N3Se at a distorted geometry.

Computed properties:
Total charge: +1
Orbital gap: 5.98 eV
Calculated total energy: -4438.7606 hartree
HOMO: -10.320 eV

Each line ends with the Mulliken charge.
CARTESIAN COORDINATES (ANGSTROEM)
1 Al -0.29 0.26 -0.27  -2.138
2 C 0.44 1.59 3.34  -1.735
3 C 1.66 1.95 2.54  1.517
4 C 2.42 3.05 2.92  -0.945
5 C 3.61 3.36 2.28  -0.891
6 C 4.07 2.55 1.26  -1.057
7 C 3.34 1.44 0.84  1.385
8 C 3.94 0.49 -0.16  -1.367
9 C 2.12 1.18 1.46  -1.659
10 N 1.33 0.06 1.01  1.888
11 C 1.47 -1.08 1.58  1.595
12 C 2.47 -1.40 2.63  -2.223
13 C 0.53 -2.12 1.10  1.350
14 C 0.70 -3.53 1.55  -2.256
15 N -0.43 -1.70 0.36  1.276
16 C -1.35 -2.62 -0.22  -2.567
17 C -0.94 -3.47 -1.26  2.206
18 C 0.46 -3.48 -1.81  -1.571
19 C -1.90 -4.30 -1.83  -0.886
20 C -3.20 -4.31 -1.37  -0.894
21 C -3.58 -3.48 -0.33  -1.035
22 C -2.67 -2.62 0.25  1.674
23 C -3.06 -1.72 1.40  -0.962
24 H -0.18 2.46 3.51  0.500
25 H 0.75 1.22 4.32  0.481
26 H -0.17 0.82 2.86  -0.023
27 H 2.09 3.65 3.75  0.511
28 H 4.19 4.21 2.60  0.465
29 H 5.03 2.75 0.79  0.496
30 H 4.69 0.99 -0.76  0.484
31 H 3.18 0.06 -0.81  0.115
32 H 4.43 -0.34 0.36  0.297
33 H 3.11 -0.55 2.84  0.462
34 H 3.09 -2.24 2.30  0.463
35 H 1.97 -1.70 3.55  0.453
36 H 0.75 -3.57 2.64  0.557
37 H 1.62 -3.96 1.16  0.376
38 H -0.14 -4.15 1.22  0.368
39 H 1.03 -2.59 -1.54  -0.005
40 H 0.43 -3.55 -2.89  0.525
41 H 1.00 -4.36 -1.44  0.336
42 H -1.60 -4.95 -2.65  0.483
43 H -3.93 -4.96 -1.84  0.436
44 H -4.60 -3.49 0.03  0.477
45 H -4.13 -1.57 1.41  0.503
46 H -2.57 -0.75 1.31  -0.226
47 H -2.77 -2.17 2.35  0.337
48 F -3.20 3.85 2.59  -0.384
49 C -2.29 3.59 1.65  0.307
50 C -1.89 2.28 1.44  -1.140
51 C -0.93 1.99 0.48  2.571
52 C -0.38 3.04 -0.29  -1.168
53 C -0.84 4.34 -0.05  0.910
54 F -0.41 5.38 -0.79  -0.372
55 C -1.77 4.64 0.92  -0.964
56 C 0.58 2.69 -1.35  0.810
57 C 1.23 3.60 -2.19  -0.892
58 C 2.04 3.14 -3.21  -0.893
59 C 2.18 1.77 -3.42  -1.146
60 C 1.54 0.93 -2.54  -0.333
61 N 0.80 1.37 -1.52  1.323
62 H -2.36 1.51 2.03  0.442
63 H -2.09 5.66 1.08  0.538
64 H 1.11 4.66 -2.06  0.681
65 H 2.55 3.84 -3.86  0.501
66 H 2.77 1.37 -4.23  0.568
67 H 1.60 -0.15 -2.64  0.386
68 Se -1.99 -0.24 -1.95  -0.095
69 C -2.29 1.51 -2.70  0.076
70 C -3.17 2.39 -2.10  -0.210
71 C -3.42 3.62 -2.68  -0.585
72 C -2.81 3.97 -3.87  -0.537
73 C -1.94 3.08 -4.49  -0.682
74 C -1.68 1.85 -3.91  -0.436
75 H -3.66 2.11 -1.17  0.397
76 H -4.11 4.31 -2.20  0.448
77 H -3.02 4.93 -4.33  0.415
78 H -1.47 3.34 -5.43  0.439
79 H -1.03 1.13 -4.39  0.448